3 unconnected molecules or ions with the total composition C14H29NO5. Source: the Open Molecules 2025 dataset; level of theory: wB97M-V/def2-TZVPD.

The value obtained for the total energy is -981.44055 Ha. The SMILES is C=C[C@H]1CNC(=O)C1.COCCOC.COCCOC. For the highest occupied orbital energy, the calculation gives -0.28337 Eh. The HOMO-LUMO gap is 7.14 eV. Its maximum force is 0.152 Eh/bohr.

Bonds (Å) are listed after each position.
Cartesian coordinates (Å):
1 C -0.0583 -1.6280 -1.9172  C2 1.506, H9 1.181, H10 1.178
2 C -0.6233 -1.8238 -3.2994  C1 1.506, C3 1.648, H11 1.191
3 C -1.8941 -2.8433 -3.5508  C2 1.648, C4 1.658, C8 1.671, H12 1.170
4 C -3.0022 -3.0210 -2.3310  C3 1.658, N5 1.541, H13 1.183, H14 1.192
5 N -3.8455 -1.7382 -2.1988  C4 1.541, C6 1.513, H15 1.054
6 C -3.4278 -0.8965 -3.3843  N5 1.513, O7 1.335, C8 1.639
7 O -3.5410 0.4319 -3.3086  C6 1.335
8 C -2.8522 -1.9014 -4.5446  C3 1.671, C6 1.639, H16 1.192, H17 1.192
9 H -0.2693 -0.6512 -1.2879  C1 1.181
10 H 0.6647 -2.4551 -1.4916  C1 1.178
11 H -0.1994 -1.2189 -4.2335  C2 1.191
12 H -1.4006 -3.8017 -4.0068  C3 1.170
13 H -2.6519 -3.5432 -1.3295  C4 1.183
14 H -3.8013 -3.7501 -2.8310  C4 1.192
15 H -3.8042 -1.2779 -1.2514  N5 1.054
16 H -2.2591 -1.4033 -5.4508  C8 1.192
17 H -3.7905 -2.5596 -4.8725  C8 1.192
18 C -3.8712 0.1527 2.1775  O19 1.424, H24 1.094, H25 1.092, H26 1.095
19 O -2.7099 -0.0524 1.3802  C18 1.424, C20 1.431
20 C -1.8352 1.0798 1.3943  O19 1.431, C21 1.532, H27 1.098, H28 1.095
21 C -0.6457 0.8528 2.3325  C20 1.532, O22 1.431, H29 1.095, H30 1.097
22 O -1.0652 0.7836 3.6984  C21 1.431, C23 1.424
23 C -1.1260 -0.5561 4.1777  O22 1.424, H31 1.095, H32 1.094, H33 1.093
24 H -4.3707 -0.8113 2.3105  C18 1.094
25 H -3.6242 0.5532 3.1632  C18 1.092
26 H -4.5572 0.8330 1.6629  C18 1.095
27 H -2.3815 1.9923 1.6654  C20 1.098
28 H -1.4594 1.2054 0.3736  C20 1.095
29 H 0.0331 1.7076 2.2511  C21 1.095
30 H -0.0876 -0.0475 2.0485  C21 1.097
31 H -0.1119 -0.9334 4.3482  C23 1.095
32 H -1.6514 -1.2146 3.4804  C23 1.094
33 H -1.6648 -0.5564 5.1283  C23 1.093
34 C 5.4320 0.9631 -0.7229  O35 1.424, H40 1.094, H41 1.092, H42 1.095
35 O 5.4307 2.2709 -0.1605  C34 1.424, C36 1.431
36 C 4.1651 2.9223 -0.3048  O35 1.431, C37 1.532, H43 1.098, H44 1.095
37 C 3.3649 2.8800 1.0009  C36 1.532, O38 1.431, H45 1.095, H46 1.097
38 O 2.9760 1.5434 1.3305  C37 1.431, C39 1.424
39 C 3.8027 0.9737 2.3405  O38 1.424, H47 1.095, H48 1.094, H49 1.093
40 H 6.3314 0.4433 -0.3806  C34 1.094
41 H 4.5589 0.3846 -0.4130  C34 1.092
42 H 5.4625 1.0307 -1.8151  C34 1.095
43 H 3.5919 2.4839 -1.1318  C36 1.098
44 H 4.3711 3.9676 -0.5575  C36 1.095
45 H 2.4436 3.4554 0.8662  C37 1.095
46 H 3.9294 3.3372 1.8225  C37 1.097
47 H 3.5517 1.4110 3.3129  C39 1.095
48 H 4.8652 1.1266 2.1313  C39 1.094
49 H 3.6075 -0.1008 2.3783  C39 1.093